No. 1
Here is a cluster of 2 separate species, CH7N3 in total in a non-equilibrium geometry from the Open Molecules 2025 dataset. Energies are from ωB97M-V with the def2-TZVPD basis set.

Each line ends with the Löwdin charge.
Positions of all 11 atoms, in Å:
C 0.42101 -1.61152 0.91667  0.06
N 0.72865 1.48451 -0.31800  -0.03
N -1.28006 0.72242 -0.72858  -0.05
N -0.39722 0.99363 0.27180  -0.22
H 0.15555 -0.70071 1.43025  -0.04
H -0.44283 -2.04990 0.42191  -0.02
H 1.34933 -2.08878 0.89408  -0.04
H 0.91956 1.05073 -1.30493  0.12
H 1.39142 1.65181 0.34906  0.03
H -2.05229 0.06809 -0.33630  0.12
H -0.79312 0.47973 -1.59597  0.06

Calculated values
HOMO (alpha / beta) (eV): -8.51 / -6.76
LUMO (alpha / beta) (eV): 0.958 / 0.343
Gap between HOMO and LUMO (alpha / beta) (eV): 9.471 / 7.102
Energy above the lowest of the compared OMol25 structures with the same formula, charge and spin (kJ/mol): 519.5

***

No. 2
Here is a structure of composition C33H62Cl8F2N6NaO7P2 in a non-equilibrium geometry from the Open Molecules 2025 dataset. Energies are from ωB97M-V with the def2-TZVPD basis set.

Each line ends with the Löwdin charge.
Positions of all 121 atoms, in Å:
C 2.11402 -1.41511 2.64035  -0.08
C 1.26212 -0.10809 2.27941  -0.23
C 2.22485 0.95438 1.64688  -0.60
Cl 3.31776 1.79958 2.83463  0.74
N 1.68220 1.90594 0.62686  -0.03
C 1.21454 1.13877 -0.59828  -0.18
C 2.03245 1.51705 -1.88114  -0.12
C 2.62447 0.21297 -2.59272  -0.17
C 4.16738 0.01125 -2.29273  -0.23
O 4.52350 0.23312 -0.91663  -0.09
C -0.31819 1.32773 -0.92543  -0.26
C -0.84239 0.45865 -2.12079  -0.08
C -1.45930 -0.91148 -1.70802  -0.18
C -2.74992 -1.27463 -2.32247  -0.05
C -3.44657 -2.52914 -2.07992  -0.07
C -2.85220 -3.50915 -1.17389  -0.03
C -1.53332 -3.16300 -0.52558  -0.20
C -0.90902 -4.26105 0.43488  -0.07
C -0.85647 -1.88371 -0.79225  -0.01
N -0.47094 2.79666 -1.18335  -0.01
C -0.43628 3.40447 0.15793  -0.21
C 0.82205 3.03899 1.05950  -0.44
C 1.75038 4.36170 1.01424  -0.12
C 2.01574 4.88018 -0.44475  -0.12
O 3.11093 5.39136 -0.66724  -0.06
P 0.12523 3.02351 2.83143  0.95
C -0.79790 4.64881 3.18199  -0.25
O -1.14306 1.87131 2.94348  -0.34
H 2.56061 -1.24171 3.66100  0.08
H 2.97089 -1.57607 1.93815  0.07
H 1.45795 -2.31869 2.69914  0.08
H 0.38839 -0.39924 1.64387  0.10
H 0.93907 0.29917 3.27881  0.09
H 2.96517 0.33600 1.05800  0.09
H 2.55825 2.33021 0.26531  0.15
H 1.35772 0.02704 -0.48071  0.13
H 1.42011 2.00300 -2.68691  0.12
H 2.92142 2.17786 -1.70478  0.12
H 2.56137 0.41931 -3.71454  0.10
H 2.00864 -0.70860 -2.41709  0.11
H 4.70095 0.71665 -2.99298  0.13
H 4.41583 -1.02878 -2.65977  0.13
H 4.48728 -0.65241 -0.50952  0.09
H -0.88757 1.01003 0.00656  0.15
H -0.09938 0.26547 -2.93526  0.13
H -1.67686 1.04893 -2.60278  0.13
H -3.20018 -0.54515 -3.04543  0.11
H -4.41293 -2.76040 -2.58741  0.10
H -3.38187 -4.47644 -1.02165  0.09
H 0.19652 -4.16636 0.56533  0.07
H -1.47338 -4.35397 1.40225  0.06
H -1.08161 -5.24053 -0.10088  0.08
H 0.13314 -1.65499 -0.33236  0.08
H -1.38215 2.93780 -1.63180  0.13
H -1.36479 3.03683 0.70378  0.11
H -0.60721 4.51645 0.05133  0.14
H 1.32388 5.21689 1.59231  0.07
H 2.75285 4.09301 1.45957  0.10
H 1.27919 4.86628 -1.29251  0.16
H -1.53021 4.80099 2.33442  0.05
H -1.36816 4.49819 4.13403  0.06
H -0.10898 5.52935 3.25516  -0.05
H -1.59461 1.98951 3.80018  0.06
C 1.95985 7.83490 4.37697  -1.50
Cl 2.46951 7.73855 6.06131  0.56
Cl 2.68217 6.53016 3.43297  0.60
Cl 0.19297 7.77814 4.25077  0.54
H 2.30011 8.78196 3.97011  0.02
O 2.90607 1.90053 -5.30868  -0.07
H 2.17559 2.08900 -5.91031  0.00
H 3.16180 2.77146 -4.98325  0.04
C 3.35256 4.68423 -7.88384  -0.15
C 2.08247 4.08406 -7.51448  -0.32
N 1.08659 3.60142 -7.18757  0.07
H 4.01477 3.96028 -8.37932  0.07
H 3.22133 5.51913 -8.56920  0.08
H 3.87617 5.06439 -7.01314  0.03
F 2.58000 6.23113 -6.44846  -0.69
Na 4.74716 5.81994 -1.59608  0.79
O -3.93791 -6.48466 0.77673  -0.30
P -4.47397 -7.06073 2.10327  0.79
N -5.48607 -8.25083 1.36138  -0.34
C -6.47090 -7.88688 0.34814  -0.12
C -4.69846 -9.38231 0.86969  -0.14
N -5.26791 -5.61667 2.59866  -0.34
C -6.61960 -5.26186 2.22357  -0.14
C -4.43173 -4.42511 2.53896  -0.15
N -4.99861 -7.69475 3.70620  -0.31
C -3.88742 -8.25977 4.47686  -0.15
C -6.21268 -8.44909 3.95455  -0.13
H -6.98968 -8.77670 -0.01823  0.08
H -6.02214 -7.37668 -0.50967  0.09
H -7.25970 -7.26158 0.76005  0.05
H -4.14344 -9.84332 1.69555  0.07
H -3.97609 -9.07414 0.10591  0.08
H -5.33564 -10.16349 0.45022  0.08
H -6.70994 -5.08166 1.14383  0.08
H -6.93888 -4.35199 2.73997  0.08
H -7.33615 -6.02647 2.52621  0.06
H -4.36651 -4.01646 1.52136  0.07
H -3.41525 -4.64532 2.87487  0.06
H -4.81798 -3.64614 3.20224  0.08
H -3.57995 -9.23757 4.08673  0.07
H -4.14899 -8.37096 5.53243  0.08
H -3.01991 -7.59150 4.43295  0.08
H -6.13134 -9.49529 3.63631  0.08
H -7.07930 -8.00812 3.46597  0.07
H -6.43298 -8.44484 5.02716  0.09
C 5.12505 9.28049 -6.41491  -2.03
Cl 3.55545 9.59033 -5.63534  0.46
Cl 5.11020 9.95491 -8.05118  0.51
Cl 6.41815 10.06726 -5.46440  0.43
Cl 5.41531 7.55238 -6.49328  0.55
C 6.36923 3.28226 3.05989  -0.08
C 6.69121 4.78134 3.14005  -0.81
O 7.29588 5.25818 2.14809  -0.11
O 6.30348 5.34858 4.18633  -0.10
H 6.72728 2.84795 2.12314  0.06
H 6.83870 2.74863 3.88942  0.07
H 5.29131 3.15017 3.11527  -0.04
F 5.83738 7.01640 -9.09196  -0.88

Calculated values
HOMO (eV): -2.95
Total charge: -1
LUMO (eV): -0.963
Gap between HOMO and LUMO (eV): 1.985

***

No. 3
Here is a cluster of 2 separate species, C5H5N in total in a non-equilibrium geometry from the Open Molecules 2025 dataset. Energies are from ωB97M-V with the def2-TZVPD basis set.

Each line ends with the Löwdin charge.
Positions of all 11 atoms, in Å:
C 0.34211 -2.21048 -0.89850  0.04
C 0.58811 -0.97082 -0.54411  -0.10
C 0.80211 0.22881 -0.18258  -0.04
C 1.00268 1.47263 0.21447  -0.10
C -0.09250 2.38601 0.37469  -0.24
N -0.97946 3.12230 0.50647  0.14
H -0.67262 -2.54164 -1.10657  0.07
H -2.04051 -0.56312 1.09514  0.03
H 1.13693 -2.94647 -0.99219  0.07
H -2.08664 0.17930 1.09052  0.02
H 1.99979 1.84349 0.44264  0.11

Calculated values
HOMO (eV): -9.71
LUMO (eV): -0.859
Gap between HOMO and LUMO (eV): 8.849
Energy above the lowest of the compared OMol25 structures with the same formula, charge and spin (kJ/mol): 376.0